C28H72F6O14 | the ωB97M-V functional and the def2-TZVPD basis

Geometry as XYZ:
```
120
Properties=species:S:1:pos:R:3:forces:R:3:lowdin_charge:R:1
C -5.459805 8.379328 -4.147808 -0.753 -1.277 -1.113 -0.52
O -4.691066 7.184855 -4.319529 1.291 -0.307 0.850 -0.14
O -6.437755 8.109797 -3.335875 -0.954 0.805 0.868 -0.13
C -4.631703 9.601581 -3.734793 0.573 0.883 -0.497 -0.49
F -4.385596 9.820929 -2.427933 -0.230 -0.589 -0.191 0.12
F -3.419064 9.663278 -4.349324 -0.090 -0.086 0.136 0.10
F -5.287281 10.725636 -4.156645 0.070 -0.116 0.098 0.09
C -3.807214 6.991351 -5.435366 -1.337 0.605 0.243 -0.24
C -2.932910 5.824002 -5.057871 0.907 0.022 -0.275 -0.06
H -3.486137 5.107760 -4.458273 -0.255 0.038 -0.079 0.06
H -2.521178 5.302872 -5.926635 -0.176 0.023 -0.080 0.07
H -2.055354 6.129664 -4.480505 -0.148 0.140 0.143 0.08
H -3.330671 7.950372 -5.642424 0.613 -0.407 -0.077 0.10
H -4.429698 6.788795 -6.322293 0.067 -0.265 0.027 0.11
H -5.783532 8.556294 -5.201656 0.042 0.896 -0.153 0.15
C -0.897499 0.141204 -2.323662 1.189 -1.253 -2.568 -0.56
O -1.557729 1.256260 -2.988217 -0.524 -0.088 0.561 -0.12
O 0.391916 0.206309 -2.512415 0.489 1.126 1.043 -0.17
C -1.382566 -0.008700 -0.886150 0.428 -0.050 0.160 -0.56
F -0.733989 -1.018677 -0.264672 0.176 0.150 0.112 0.11
F -1.173951 1.116423 -0.175792 -0.239 -0.182 0.221 0.13
F -2.692083 -0.347789 -0.765702 -0.235 0.339 -0.015 0.10
C -2.968008 1.225223 -3.130366 0.568 1.175 -1.676 -0.27
C -3.244950 2.162310 -4.312619 -0.992 0.555 0.254 -0.08
H -2.982526 1.786969 -5.302670 0.338 -0.328 0.212 0.08
H -4.317207 2.398104 -4.361971 0.041 -0.040 0.060 0.07
H -2.748146 3.117282 -4.173431 0.154 0.022 0.068 0.03
H -3.430495 1.643573 -2.236652 -0.364 -0.384 0.082 0.11
H -3.397744 0.277117 -3.479344 0.326 -0.403 0.856 0.12
H -1.172680 -0.752975 -2.923191 -1.466 -0.425 0.520 0.14
C -7.488085 12.069836 -0.058009 -0.015 0.935 -1.300 -0.08
C -6.778673 11.137189 -1.020839 0.111 -1.545 0.142 -0.32
O -7.619503 9.979438 -1.133304 -0.157 0.209 -0.209 -0.09
H -8.035852 11.481444 0.669739 0.155 0.101 0.261 0.07
H -8.189386 12.677024 -0.645514 -0.335 -0.289 0.200 0.06
H -6.828792 12.834895 0.359442 0.169 -0.403 0.391 0.07
H -5.822121 10.786139 -0.615292 0.060 0.372 0.105 0.08
H -6.567161 11.525572 -2.024293 -0.135 0.416 0.250 0.09
H -7.325300 9.388794 -1.853889 0.285 0.061 -0.034 0.05
C 0.446648 4.090680 -6.200511 -0.073 -0.719 -0.895 -0.10
C 0.309250 3.498817 -4.817109 0.463 0.644 1.066 -0.34
O 0.920540 2.230332 -4.718571 -0.431 0.063 -0.203 -0.08
H 1.444447 3.906268 -6.612024 0.090 -0.047 0.306 0.07
H 0.287653 5.166730 -6.274233 -0.255 -0.011 0.312 0.06
H -0.229905 3.574259 -6.892500 -0.069 0.192 -0.006 0.07
H -0.720712 3.452842 -4.450934 -0.103 -0.030 -0.432 0.08
H 0.796584 4.205091 -4.125073 0.108 -0.104 -0.060 0.09
H 0.455362 1.730388 -4.011497 0.423 -0.274 -0.022 0.05
C -3.155014 4.626743 -0.844555 -0.199 -0.380 0.244 -0.08
C -4.460371 5.382326 -1.103753 1.198 -0.505 0.202 -0.29
O -5.123074 5.519574 0.146288 -0.271 0.372 -0.273 -0.08
H -2.553985 5.118672 -0.071241 0.037 0.425 -0.330 0.06
H -2.570401 4.495249 -1.754819 0.123 -0.095 0.000 0.06
H -3.349055 3.660766 -0.376313 -0.154 -0.240 -0.369 0.07
H -5.112619 4.857503 -1.797913 -0.076 -0.110 0.058 0.11
H -4.165826 6.314972 -1.597676 -0.554 0.333 0.243 0.10
H -4.752279 6.307169 0.555145 -0.218 0.250 0.150 0.04
C -6.888519 3.631405 -6.119904 -0.508 -0.163 -0.267 -0.10
C -7.319183 4.951739 -5.494765 0.830 0.144 0.242 -0.31
O -6.468709 4.991646 -4.354692 0.099 0.675 0.071 -0.11
H -7.419519 3.313034 -7.022764 -0.186 0.164 0.083 0.06
H -6.935577 2.832225 -5.380092 -0.058 -0.012 -0.008 0.07
H -5.839877 3.768394 -6.387339 0.017 -0.114 0.019 0.07
H -8.339227 5.153179 -5.157086 -0.268 -0.713 -0.296 0.10
H -7.116253 5.736949 -6.240993 0.237 0.181 0.289 0.10
H -6.230384 5.907640 -4.110075 -0.160 -0.192 -0.031 0.05
C -2.530719 8.519954 1.293363 0.486 1.508 1.387 -0.08
C -3.475901 9.067162 0.262434 -0.688 -1.131 -0.771 -0.32
O -4.776353 8.529232 0.555313 0.027 0.370 0.030 -0.09
H -1.493387 8.797197 1.087165 0.076 -0.739 -0.574 0.07
H -2.716207 7.481358 1.552210 0.312 -0.203 -0.552 0.07
H -2.620102 9.049893 2.256416 -0.622 -0.036 -0.101 0.07
H -3.228134 8.681638 -0.729939 0.437 0.113 0.053 0.10
H -3.515554 10.157273 0.164644 0.177 0.025 0.379 0.10
H -5.309083 8.602489 -0.250276 -0.104 -0.109 0.148 0.07
C -7.394875 13.810479 -4.404251 0.646 -0.130 0.921 -0.09
C -7.602882 12.408046 -4.913300 -0.582 -0.668 0.057 -0.32
O -8.944884 12.208944 -5.356749 -0.120 0.169 -0.550 -0.09
H -6.408147 13.886220 -3.931664 0.230 0.135 -0.580 0.07
H -8.018093 14.049931 -3.535027 -0.507 -0.153 -0.333 0.07
H -7.540897 14.547624 -5.189811 0.091 0.103 0.046 0.07
H -7.360602 11.622977 -4.194855 -0.011 0.326 0.393 0.08
H -6.969191 12.150413 -5.761987 -0.028 0.375 -0.164 0.12
H -9.560145 12.432849 -4.653325 0.149 -0.058 0.169 0.08
C -6.819804 8.184659 -8.851886 -0.110 0.856 -0.155 -0.09
C -6.342958 7.250746 -9.930630 0.995 -0.806 0.691 -0.32
O -4.983014 7.628215 -10.222764 -0.317 0.292 -0.445 -0.10
H -7.808874 7.977011 -8.445943 -0.064 -0.209 -0.246 0.07
H -6.829089 9.180018 -9.307862 -0.202 0.071 0.190 0.08
H -6.144212 8.262936 -8.000531 0.196 -0.362 -0.108 0.06
H -6.971657 7.273413 -10.824758 -0.030 0.150 0.016 0.10
H -6.260615 6.216502 -9.576460 -0.556 -0.015 0.054 0.11
H -4.679646 7.066816 -10.942083 0.094 0.019 0.061 0.07
C -10.249557 9.149188 -5.888118 -1.377 0.039 -0.370 -0.10
C -9.785855 9.180457 -4.451998 0.794 -2.325 -0.074 -0.28
O -9.236092 7.851753 -4.167219 0.232 0.942 -0.216 -0.12
H -10.950205 8.311110 -5.994646 0.379 -0.280 0.087 0.07
H -9.460161 9.019221 -6.624613 0.201 0.086 0.177 0.06
H -10.902220 9.975095 -6.198922 0.501 0.418 0.210 0.06
H -10.621054 9.224677 -3.751825 0.006 0.949 -0.039 0.11
H -8.933175 9.831671 -4.273694 -0.632 0.765 0.125 0.09
H -8.304029 8.054996 -3.948362 0.223 -0.821 0.231 0.03
C 0.607394 7.884530 -1.767570 -0.154 0.478 0.191 -0.09
C 0.157702 6.497765 -1.396808 -0.474 -0.992 -0.538 -0.33
O 0.978511 5.545332 -2.050118 1.536 0.381 -0.177 -0.09
H 0.533501 8.088088 -2.835716 -0.010 -0.106 -0.009 0.07
H 1.623090 8.112967 -1.436250 0.086 -0.324 -0.083 0.07
H -0.023101 8.603897 -1.238545 -0.117 0.026 -0.183 0.05
H -0.843481 6.265084 -1.769921 -0.348 0.638 0.384 0.09
H 0.162003 6.413190 -0.304876 0.064 -0.291 0.029 0.11
H 0.741625 4.613832 -2.016809 -0.620 0.206 0.446 0.08
C -1.976274 12.193793 -3.460526 -0.834 0.862 0.907 -0.10
C -0.542523 11.712402 -3.298459 -0.422 1.386 0.098 -0.30
O -0.392554 11.222344 -1.967504 0.439 -0.602 -0.433 -0.09
H -2.151821 13.089869 -2.838706 0.500 0.153 -0.181 0.07
H -2.686866 11.529461 -2.972684 0.184 -0.574 -0.489 0.05
H -2.356129 12.478243 -4.441382 0.352 -0.366 -0.207 0.08
H 0.137265 12.570199 -3.417699 -0.037 -0.054 -0.137 0.10
H -0.248037 11.018923 -4.082849 -0.085 -0.675 0.565 0.11
H -0.753091 11.893189 -1.381766 -0.051 0.018 -0.015 0.08
```
Positions in Å, forces in eV/Å.

Computed properties:
Net charge: -2
Gap between HOMO and LUMO: 5.818 eV
Energy relative to the best compared isomer or geometry (same formula, charge and spin): 0.000 eV